19
Properties=species:S:1:pos:R:3:forces:R:3 method="wB97M-V/def2-TZVPD" e_above_lowest_ev=0.510 smiles="C=C(C)O.O.O.O" e_homo_ha=-0.341 gap_ev=9.505 mol_weight_g_mol=112.12 total_energy_ev=-11495.252
C -0.120333 -1.417502 0.628085 0.3 -0.4 0.1
C 0.130430 -0.133517 0.454342 0.1 0.3 0.6
O 0.923309 0.301737 -0.596328 -0.2 0.1 -0.2
C -0.399066 0.991078 1.295730 0.0 -0.1 -0.4
H -0.699516 -1.791580 1.457591 -0.2 0.2 0.0
H 0.326618 -2.152819 -0.020966 0.0 -0.1 -0.2
H 1.862875 0.256009 -0.354189 0.0 -0.1 -0.1
H -0.867876 0.640682 2.212657 0.0 0.0 0.0
H -1.140598 1.541773 0.716009 -0.1 0.0 0.0
H 0.415220 1.683503 1.501686 0.0 0.0 0.2
H -1.580374 1.316473 -2.203946 0.0 0.0 -0.1
H -0.456329 0.330310 -1.913695 0.1 0.0 -0.1
O -1.321564 0.398919 -2.347765 -0.1 0.1 0.2
H 3.965918 -0.958369 0.250926 -0.2 0.0 0.0
H 4.446998 0.423903 -0.152312 -0.2 0.1 -0.1
O 3.654397 -0.126517 -0.121853 0.4 0.0 0.1
H -2.482468 -0.191500 -0.773501 0.0 0.0 -0.1
H -3.486984 -1.009078 0.063454 0.2 0.5 -0.1
O -3.170658 -0.103498 -0.095916 -0.3 -0.5 0.2

=====

45
Properties=species:S:1:pos:R:3:forces:R:3 method="wB97M-V/def2-TZVPD" total_charge=-1 e_homo_ha="-0.132 / -0.155" gap_ev="5.697 / 6.323" mol_weight_g_mol=530.24 total_energy_ev=-71562.108 spin_multiplicity=8
C -1.659994 1.613607 0.828503 -0.5 -1.1 -0.9
C -1.422369 1.968499 -0.563262 -0.9 -1.3 -0.3
C -1.940884 0.896843 -1.403105 -0.6 0.1 1.4
H -0.821758 2.810397 -0.956944 -0.8 -0.7 0.6
C -2.482763 -0.128939 -0.499922 -0.1 0.5 -0.3
C -2.290085 0.315170 0.875528 0.2 0.6 -1.3
H -2.503876 -0.254676 1.808687 0.0 0.5 -1.0
H -1.333029 2.155490 1.731853 -0.4 -0.3 -1.0
H -1.731487 0.792058 -2.502059 -0.6 0.2 1.1
H -2.787040 -1.154685 -0.812757 0.0 0.9 0.3
C 2.533301 0.092283 0.008243 -0.4 -0.5 1.6
C 2.016442 1.108976 0.905109 1.0 -1.1 -0.5
C 1.310249 0.488142 2.001143 0.6 -0.5 -1.1
H 2.099986 2.188546 0.699083 0.2 -1.3 0.5
C 1.393058 -0.942366 1.818681 0.6 0.3 -1.1
C 2.163353 -1.201863 0.588625 0.0 0.3 0.4
H 2.191712 -2.178783 0.033684 0.2 0.9 0.8
H 2.959856 0.293621 -1.008507 -0.1 -0.3 1.2
H 0.749166 1.026939 2.796453 0.7 -0.5 -0.8
H 0.844238 -1.698986 2.424108 0.7 0.6 -0.5
Eu 0.043886 -0.240937 -0.360773 0.0 0.2 0.3
O -0.363469 -2.988258 -2.520680 -0.8 -0.7 -1.3
C -0.674017 -2.615901 -3.884197 -0.9 -1.3 0.7
C -1.272215 -3.879618 -3.275628 0.9 1.5 -0.5
H -1.367150 -1.766925 -3.973556 0.6 -0.2 0.0
H 0.115332 -2.755019 -4.647436 -0.4 0.2 0.7
H -2.332229 -3.848845 -2.991669 0.5 0.2 0.1
H -2.761319 -5.950624 -4.176005 0.5 -0.3 0.0
C -1.693416 -6.211335 -4.156927 0.7 0.7 0.3
C -0.772993 -5.224322 -3.699353 0.3 -0.8 -0.1
C 0.607721 -5.526247 -3.672191 -0.5 -0.2 0.0
H 1.323682 -4.779388 -3.296593 -0.4 -0.4 -0.2
C 1.052370 -6.792611 -4.076370 -0.4 -0.1 -0.1
H 2.122077 -7.026158 -4.033905 -0.5 0.1 0.0
C 0.140306 -7.763911 -4.531418 -0.2 0.4 0.1
H 0.490441 -8.750208 -4.851968 -0.1 0.4 0.2
C -1.234198 -7.468096 -4.571200 0.2 0.3 0.1
H -1.962345 -8.209638 -4.919542 0.4 0.3 0.1
Cl -1.542074 5.141601 0.491487 -0.2 0.2 0.0
C 0.009177 5.359612 1.298336 0.9 -0.2 -0.8
Cl -0.153132 5.933187 2.930114 -0.3 0.6 0.8
C 0.875986 4.087104 1.337193 0.7 -4.1 -1.8
O 2.026660 4.178730 1.807416 -1.0 1.0 0.1
O 0.413731 2.997665 0.767893 0.4 5.0 1.7
H 0.590873 6.079072 0.707555 -0.4 0.0 0.3